Record 1
{"formula": "C13H19Cl2NO", "method": "the ωB97M-V functional and the def2-TZVPD basis", "total_charge": 0, "smiles": "CCN(CC)CCCOc1ccc(Cl)c(Cl)c1", "lumo_energy_ev": 0.618, "e_above_lowest_ev": 14.637, "e_homo_ev": -7.92, "e_tot_ev": -42357.1177, "symbols": ["C", "C", "N", "C", "C", "C", "C", "C", "O", "C", "C", "C", "C", "Cl", "C", "Cl", "C", "H", "H", "H", "H", "H", "H", "H", "H", "H", "H", "H", "H", "H", "H", "H", "H", "H", "H", "H"], "positions_angstrom": [[-1.803, -1.205, 3.299], [-2.294, -1.548, 1.676], [-1.691, -0.324, 0.771], [-1.997, 0.947, 1.172], [-3.617, 1.222, 0.703], [-0.334, -0.309, 0.346], [0.849, 0.046, 1.388], [2.160, 0.035, 0.893], [2.281, 0.814, -0.289], [2.387, 0.577, -1.419], [2.096, -0.882, -1.972], [2.027, -0.884, -3.363], [2.049, 0.031, -4.278], [2.260, -0.181, -5.947], [2.414, 1.373, -3.832], [2.707, 2.488, -4.959], [2.551, 1.484, -2.289], [-0.802, -1.534, 3.529], [-1.974, -0.331, 3.812], [-2.407, -2.031, 3.846], [-1.864, -2.351, 1.319], [-3.095, -1.314, 1.835], [-1.566, 1.625, 0.396], [-2.002, 1.335, 1.981], [-3.947, 2.216, 0.739], [-3.759, 0.581, -0.107], [-4.197, 0.517, 1.509], [-0.112, -0.099, -0.520], [-0.193, -1.555, 0.241], [0.724, 0.951, 1.665], [0.746, -0.405, 2.470], [2.679, -0.939, 0.684], [3.059, 0.317, 1.614], [1.991, -1.390, -1.266], [1.940, -1.960, -3.582], [2.735, 2.682, -2.064]], "atomic_forces_ev_per_a": [[-0.9, -6.0, -1.7], [17.3, 5.8, 1.2], [-0.2, -2.8, 1.0], [-5.2, -0.1, -12.9], [1.4, -4.0, 4.8], [0.5, -9.7, 10.2], [-3.7, -5.1, 1.3], [6.9, -2.5, -0.9], [-0.7, 4.6, 13.7], [-1.5, -10.9, -9.3], [2.9, 14.6, -10.1], [-0.8, -7.9, 5.2], [2.3, 7.2, -1.4], [-0.5, -1.3, -1.1], [-1.2, -5.5, 5.3], [0.6, 2.8, -1.0], [1.4, 9.8, -9.2], [0.6, 0.1, -0.3], [-0.8, 2.4, 0.3], [0.7, 1.4, -0.5], [1.3, -4.3, -1.6], [-16.4, 3.2, 1.5], [0.4, -0.2, 0.9], [1.0, 4.0, 10.9], [-0.5, 1.2, -0.2], [-0.2, -0.1, -2.1], [0.8, 2.2, -1.4], [1.6, 3.4, -9.0], [0.3, 2.7, 0.0], [-1.4, 6.9, 1.6], [0.3, -0.1, -2.4], [-1.3, 0.0, -0.3], [-2.3, 0.6, -1.0], [-1.8, -9.4, 9.6], [-0.2, 0.5, -1.2], [-0.4, -3.4, 0.1]], "mulliken_charge": [-1.145, -0.963, 0.153, -0.998, -1.300, -1.468, -0.260, -0.910, -0.316, 0.944, -1.209, -0.377, 0.031, -0.231, 0.484, -0.201, -0.560, 0.374, 0.360, 0.360, 0.551, 0.643, 0.472, 0.684, 0.435, 0.430, 0.166, 1.208, 0.032, 0.528, 0.125, 0.372, 0.319, 0.859, 0.294, 0.115]}

Record 2
{"formula": "C13H19Cl2NSn", "method": "the ωB97M-V functional and the def2-TZVPD basis", "total_charge": 0, "lumo_energy_ev": [-1.750, -2.383], "e_above_lowest_ev": 0.000, "e_homo_ev": [-8.45, -8.57], "e_tot_ev": -46154.3950, "symbols": ["Sn", "Cl", "Cl", "C", "H", "H", "C", "C", "H", "C", "H", "C", "H", "H", "C", "H", "H", "C", "H", "H", "H", "H", "N", "C", "C", "C", "C", "C", "C", "H", "H", "H", "H", "H", "H", "H"], "positions_angstrom": [[-0.234, -1.513, 2.188], [1.277, -3.351, 1.943], [-2.348, -2.520, 2.584], [-0.288, -1.254, -0.171], [0.767, -1.382, -0.405], [-0.913, -2.044, -0.585], [1.634, 0.433, -1.852], [0.778, -0.362, -2.579], [1.405, 1.483, -1.675], [1.109, -1.745, -3.025], [-0.174, 0.041, -2.930], [2.246, -2.397, -2.209], [0.199, -2.360, -2.981], [1.425, -1.755, -4.085], [3.343, -1.427, -1.769], [1.814, -2.901, -1.336], [2.709, -3.181, -2.825], [2.811, -0.134, -1.123], [4.012, -1.939, -1.069], [3.956, -1.160, -2.642], [2.534, -0.350, -0.075], [3.614, 0.616, -1.077], [-0.825, 1.740, 0.283], [-1.682, 2.036, 1.235], [-2.807, 1.161, 1.488], [-3.656, 1.370, 2.563], [-3.462, 2.464, 3.422], [-2.411, 3.369, 3.181], [-1.553, 3.184, 2.112], [-0.662, -0.237, -0.345], [-0.065, 2.421, 0.184], [-2.941, 0.307, 0.819], [-4.476, 0.668, 2.736], [-4.129, 2.615, 4.273], [-2.270, 4.227, 3.843], [-0.736, 3.879, 1.903]], "atomic_forces_ev_per_a": [[0.0, -0.1, -1.3], [0.0, 0.0, 0.3], [0.0, -0.1, 0.1], [-0.1, 0.4, 0.6], [-0.4, -0.1, 0.4], [0.0, -0.1, 0.4], [-1.6, -1.3, -1.1], [1.6, 2.1, 0.4], [-0.2, -0.3, 0.0], [0.4, -0.6, 0.1], [0.3, 0.2, -0.1], [-0.2, -0.3, -0.1], [0.3, 0.0, 0.0], [-0.3, 0.3, 0.3], [0.1, 0.2, -0.1], [0.2, 0.1, -0.1], [-0.2, 0.1, 0.3], [0.5, -0.2, -0.2], [0.0, 0.1, -0.1], [-0.2, 0.0, 0.1], [0.0, 0.2, -0.2], [-0.1, -0.2, 0.1], [0.0, 0.1, -0.4], [-0.4, 0.5, 0.9], [0.2, 0.0, 0.0], [0.1, -0.1, -0.3], [0.1, 0.0, -0.1], [0.2, 0.1, -0.2], [-0.1, -0.2, 0.0], [0.2, -0.5, 0.2], [-0.3, 0.0, 0.3], [0.0, 0.3, 0.2], [0.3, 0.3, 0.0], [0.2, 0.0, -0.3], [-0.1, -0.3, -0.2], [-0.3, -0.2, 0.2]], "mulliken_charge": [0.766, -0.445, -0.430, -0.556, -0.115, 0.386, 0.141, -0.766, 0.422, -0.546, 0.306, -0.556, 0.281, 0.417, -0.733, 0.230, 0.367, -0.719, 0.318, 0.348, 0.225, 0.419, -0.415, 0.226, -0.089, -0.481, -0.397, -0.506, -0.425, 0.274, 0.111, 0.517, 0.360, 0.371, 0.350, 0.347]}

Record 3
{"formula": "C13H19ClN2O3Ru", "method": "the ωB97M-V functional and the def2-TZVPD basis", "total_charge": 2, "lumo_energy_ev": [-7.075, -11.344], "s_squared": 6.054, "spin_multiplicity": 5, "e_homo_ev": [-14.12, -15.42], "e_tot_ev": -37995.0177, "symbols": ["Cl", "C", "C", "C", "H", "C", "C", "H", "H", "H", "C", "Ru", "C", "C", "O", "O", "H", "H", "H", "C", "N", "C", "C", "O", "N", "C", "C", "H", "H", "H", "H", "H", "H", "H", "H", "H", "H", "H", "H"], "positions_angstrom": [[-2.165, -1.767, -1.570], [1.532, -2.150, -3.211], [2.286, -0.963, -3.077], [1.450, 0.131, -3.423], [3.313, -0.896, -2.758], [0.171, -0.375, -3.760], [0.240, -1.789, -3.651], [-0.596, -2.454, -3.770], [1.878, -3.149, -3.009], [1.735, 1.170, -3.418], [-1.015, 0.407, -4.203], [0.580, -0.820, -1.384], [2.000, -0.079, -0.308], [0.439, -2.127, 0.069], [2.867, 0.366, 0.349], [0.281, -2.914, 0.916], [-1.053, 1.376, -3.708], [-1.927, -0.135, -3.961], [-0.994, 0.582, -5.283], [-2.411, 1.688, 0.766], [-1.575, 1.198, 1.858], [-2.189, 1.275, 3.184], [-0.389, 0.531, 1.563], [-0.300, 0.174, 0.357], [0.565, 0.254, 2.585], [0.636, 1.046, 3.817], [1.665, -0.715, 2.600], [-3.349, 2.151, 1.144], [-2.697, 0.852, 0.093], [-1.858, 2.461, 0.194], [-1.732, 0.599, 3.930], [-2.245, 2.325, 3.538], [-3.224, 0.870, 3.131], [0.417, 0.413, 4.705], [1.661, 1.458, 3.942], [0.030, 1.965, 3.799], [1.805, -1.345, 1.752], [2.640, -0.201, 2.747], [1.528, -1.413, 3.454]], "atomic_forces_ev_per_a": [[1.3, 0.7, 0.3], [0.7, 0.1, 0.3], [0.5, -0.9, -0.2], [-0.5, 0.2, 1.2], [0.1, 0.0, -0.1], [-0.4, 0.2, -0.7], [-0.6, -0.1, 0.7], [-0.1, -0.1, -0.2], [0.1, -0.1, -0.1], [0.1, 0.1, -0.1], [-0.2, 0.0, 0.2], [0.1, 0.0, -2.1], [4.6, 2.6, 1.6], [-1.5, -5.4, 3.1], [-3.6, -1.8, -2.9], [0.7, 3.4, -3.4], [0.0, 0.1, -0.1], [0.0, 0.0, -0.1], [0.1, 0.0, 0.0], [-0.5, 0.4, -0.4], [-1.1, 0.6, 1.4], [-0.5, -0.9, 0.8], [2.2, -1.6, -0.5], [-0.8, 1.4, 3.3], [-2.0, 1.2, -1.1], [0.3, 1.0, 0.8], [0.9, -0.4, 0.7], [0.9, -0.4, 0.1], [0.4, 0.2, 0.2], [-0.1, -0.6, 0.1], [0.2, 0.7, -0.6], [0.1, -0.5, -0.2], [0.4, 0.5, -0.5], [0.0, 0.4, -0.6], [-0.4, -0.6, -0.2], [0.0, -0.7, -0.1], [-0.4, 0.0, -0.5], [-0.8, -0.1, 0.0], [-0.2, 0.6, -0.3]], "mulliken_spin": [0.324, 0.130, 0.135, 0.104, 0.011, 0.230, 0.105, 0.009, 0.008, 0.008, 0.023, 1.837, -0.006, 0.014, -0.006, 0.008, -0.003, 0.000, 0.022, -0.001, 0.617, 0.007, -0.043, -0.012, 0.288, -0.006, 0.003, 0.005, 0.041, 0.031, 0.006, 0.031, 0.026, 0.011, 0.010, 0.005, 0.006, 0.010, 0.010]}